[1]
Density functional theory data (the ωB97M-V functional and the def2-TZVPD basis) for 10 unconnected molecules or ions with the total composition C5H31N2O9 at a distorted geometry.

Element x y z (Å)
C 2.299 -2.371 -2.003
C 1.068 -1.940 -1.212
C -0.131 -1.659 -2.132
C -1.281 -1.051 -1.391
C -2.389 -1.691 -1.004
N -3.432 -1.128 -0.315
N -1.084 0.350 -1.022
H 2.604 -1.579 -2.689
H 2.116 -3.277 -2.575
H 3.133 -2.602 -1.338
H 0.822 -2.734 -0.498
H 1.279 -1.076 -0.568
H -0.405 -2.613 -2.593
H 0.175 -0.988 -2.939
H -2.532 -2.719 -1.316
H -4.186 -1.712 -0.010
H -3.288 -0.252 0.156
H -1.937 0.912 -1.112
H -0.790 0.456 -0.043
H -0.360 0.787 -1.613
H 1.828 -2.367 2.516
H 0.303 -2.083 2.756
O 1.220 -1.796 3.000
H -1.645 -1.621 2.045
H -1.923 -2.687 3.116
O -1.366 -2.508 2.347
H 2.836 2.123 -0.215
H 3.835 1.321 -1.075
O 3.105 1.949 -1.141
H 1.171 -0.109 3.020
H 0.919 1.069 3.974
O 0.933 0.864 3.028
H -2.063 2.616 0.334
H -3.593 2.724 0.645
O -2.872 2.098 0.524
H 0.946 2.261 -3.478
H 1.727 1.932 -2.149
O 0.836 1.954 -2.574
H -0.611 0.803 2.188
H -1.942 1.395 1.586
O -1.395 0.595 1.630
H -0.074 3.024 -1.041
H 0.436 2.824 0.412
O -0.363 2.812 -0.145
H 1.700 1.877 1.933
H 2.394 3.280 1.717
O 1.978 2.534 1.265

Forces on the atoms, in the same order (eV/Å):
C 0.14 0.23 0.27
C 0.15 -0.20 0.08
C 0.18 -0.27 0.46
C -0.11 -0.69 -0.30
C -0.11 0.34 -0.13
N 0.23 -0.02 -0.16
N 0.23 -0.18 -0.67
H 0.09 -0.07 -0.05
H -0.17 0.00 -0.12
H 0.03 0.13 -0.02
H -0.28 -0.01 -0.13
H 0.15 0.12 -0.26
H -0.24 0.23 0.00
H 0.08 0.01 -0.08
H 0.09 0.05 0.07
H -0.02 0.06 0.07
H -0.21 -0.02 0.21
H 0.07 -0.08 0.02
H -0.29 0.14 0.36
H -0.14 0.05 -0.13
H -0.07 0.06 0.08
H 0.42 -0.15 0.15
O -0.36 0.09 -0.21
H 0.02 -0.29 0.04
H 0.09 -0.07 -0.08
O -0.17 0.62 -0.04
H -0.01 0.00 -0.17
H -0.10 0.10 -0.20
O 0.18 -0.18 0.28
H -0.03 0.14 -0.21
H -0.03 0.20 -0.18
O 0.24 -0.62 0.60
H 0.03 0.25 -0.29
H -0.06 0.08 -0.05
O -0.72 0.79 -0.47
H 0.07 -0.03 -0.01
H -0.03 -0.02 -0.22
O -0.11 -0.03 0.21
H -0.42 -0.23 -0.08
H -0.28 -0.32 0.18
O 1.33 -0.81 1.00
H 0.14 0.00 -0.12
H 0.10 0.11 -0.01
O -0.28 0.26 0.09
H 0.06 -0.05 0.43
H -0.10 -0.19 0.05
O 0.18 0.47 -0.30

Properties
* total charge: +1
* relative energy (zero: lowest compared OMol25 entry of this formula, charge and spin): 0.0000 eV
* electronic energy: -995.63289 Eh
* HOMO energy: -11.163 eV
* 2S+1: 1


[2]
Density functional theory data (the ωB97M-V functional and the def2-TZVPD basis) for 9 unconnected molecules or ions with the total composition C5H31N2O9 at a distorted geometry.

Element x y z (Å)
N -0.391 1.205 1.298
C 0.301 2.053 0.282
C 0.814 1.118 -0.826
C 1.764 -0.004 -0.394
O -0.479 0.563 -1.231
C 1.425 2.857 0.964
N 1.093 3.169 2.353
C 2.129 2.729 3.268
H 0.066 0.317 1.478
H -1.361 1.037 1.056
H -0.407 1.679 2.206
H -0.474 2.632 -0.196
H 1.268 1.634 -1.669
H 1.787 -0.715 -1.196
H 1.536 -0.387 0.595
H 2.773 0.398 -0.255
H -0.414 -0.358 -1.567
H 1.430 3.742 0.349
H 2.405 2.393 0.890
H 1.047 4.154 2.532
H 1.846 2.689 4.317
H 2.439 1.691 3.086
H 3.083 3.269 3.250
H 0.907 -2.250 1.931
H 1.747 -3.353 2.725
O 1.735 -2.745 1.983
H -3.234 -3.228 -1.510
H -2.590 -2.089 -2.455
O -2.883 -2.343 -1.576
H 0.027 1.891 -3.075
H -0.283 2.664 -4.368
O 0.183 2.727 -3.527
H -3.063 -1.463 -0.037
H -3.844 -0.934 1.257
O -3.008 -0.948 0.793
H -2.844 -0.119 -2.728
H -1.480 0.255 -3.594
O -2.278 -0.252 -3.484
H 0.416 -2.942 -1.174
H -0.942 -2.405 -0.999
O -0.119 -2.128 -1.343
H 2.584 -3.759 -0.902
H 1.865 -3.784 0.469
O 1.720 -3.875 -0.494
H -1.436 -1.451 1.755
H -1.315 -1.580 3.225
O -0.758 -1.468 2.454

Forces on the atoms, in the same order (eV/Å):
N -0.33 0.29 0.44
C 1.43 -0.94 -0.04
C -1.36 -1.38 0.38
C 0.44 1.75 0.41
O 0.44 0.08 -0.69
C -1.05 0.68 -0.25
N 0.50 -0.19 0.47
C 1.24 -1.43 0.86
H -0.09 -0.38 -0.16
H -0.16 -0.48 -0.43
H 0.38 0.59 0.03
H -0.08 0.61 0.21
H 0.01 0.47 0.23
H 0.03 -0.70 0.10
H -0.26 -0.75 -0.19
H 0.00 0.08 -0.29
H 0.49 0.24 0.37
H 0.51 0.61 -0.06
H -0.06 -0.28 -0.07
H -0.52 0.50 -0.49
H -0.56 0.41 -0.01
H -0.31 0.05 -0.33
H -0.21 0.38 -0.35
H -0.26 -0.44 0.64
H -0.44 0.24 0.24
O 0.79 -0.03 -0.52
H -0.11 -0.37 -0.63
H 0.07 -0.32 -0.53
O -0.11 0.56 1.09
H -0.23 0.02 -0.06
H 0.03 0.06 0.00
O 0.03 -0.07 0.06
H -0.35 0.16 0.05
H -0.33 -0.20 -0.20
O 0.85 0.21 0.14
H 0.52 1.11 0.40
H -0.09 0.56 0.87
O -0.66 -1.72 -1.19
H 0.61 0.64 -0.09
H -1.89 -0.20 0.35
O 1.22 -0.41 -0.32
H -0.01 -0.09 -0.01
H -0.12 0.36 -0.30
O 0.18 -0.39 0.02
H -0.13 0.00 -0.28
H 0.18 -0.11 0.57
O -0.20 0.24 -0.43

Properties
* total charge: +1
* relative energy (zero: lowest compared OMol25 entry of this formula, charge and spin): 2.0222 eV
* electronic energy: -995.55857 Eh
* HOMO energy: -12.932 eV
* 2S+1: 1


[3]
Density functional theory data (the ωB97M-V functional and the def2-TZVPD basis) for 11 unconnected molecules or ions with the total composition C5H31NO11 at a distorted geometry.

Element x y z (Å)
C -1.370 0.095 0.623
C -0.361 1.078 0.115
N 1.033 0.622 0.241
C 1.644 0.424 1.451
O 0.931 0.583 2.457
C 1.841 0.812 -1.050
C 2.199 -0.602 -1.705
H -1.115 -0.923 0.615
H -1.631 0.190 1.609
H -2.268 0.092 -0.044
H -0.438 2.107 0.709
H -0.622 1.390 -1.121
H 2.614 -0.011 1.557
H 2.853 1.080 -0.753
H 1.318 1.447 -1.844
H 2.394 -1.409 -0.911
H 3.099 -0.493 -2.271
H 1.408 -0.978 -2.324
O -2.747 2.888 -1.389
H -2.089 3.287 -0.926
H -2.633 2.212 -1.956
O 0.294 3.841 1.722
H -0.665 3.873 1.792
H 0.432 2.975 1.279
O -2.602 0.821 -3.148
H -2.333 -0.021 -3.185
H -3.300 0.814 -3.815
O -1.200 -3.281 1.570
H -1.127 -3.954 2.239
H -0.905 -2.508 2.040
O -1.148 2.249 3.164
H -0.523 2.572 3.851
H -0.633 1.595 2.793
O 1.102 -4.413 1.767
H 1.984 -4.189 2.065
H 0.782 -3.743 1.178
O -1.120 -1.394 -2.970
H -1.208 -1.723 -2.073
H -1.264 -2.215 -3.494
O 2.891 -2.452 2.067
H 3.237 -2.410 1.168
H 3.703 -2.291 2.572
O -1.329 -3.315 -1.134
H -1.808 -4.044 -1.522
H -1.235 -3.585 -0.113
O 0.453 4.026 -1.009
H 0.981 4.367 -1.683
H 0.482 4.515 -0.205

Forces on the atoms, in the same order (eV/Å):
C -1.38 0.00 -2.55
C -0.26 2.65 -1.61
N 1.70 0.81 -2.70
C -4.16 0.58 0.20
O 1.24 -0.28 -0.23
C 0.33 -2.72 0.22
C -0.75 -0.09 1.95
H 1.27 -1.45 -0.69
H -0.96 1.00 2.37
H 0.43 0.44 0.81
H -0.66 -2.71 -1.77
H 1.11 -1.09 3.94
H 0.97 0.08 -0.57
H -0.26 1.23 -0.06
H 0.89 -0.56 1.74
H -0.26 1.29 -0.90
H 0.56 0.05 -0.56
H -0.43 -0.19 -0.39
O -5.00 2.73 1.62
H 3.37 1.03 1.24
H 1.63 -3.57 -2.81
O 0.67 0.24 -0.86
H -0.13 -0.07 0.45
H 0.41 1.09 0.76
O -2.40 4.93 -0.55
H 2.42 -5.34 0.24
H -0.05 0.58 0.18
O -0.74 0.10 -0.22
H 0.18 -0.79 0.25
H 0.17 0.84 0.10
O -1.57 2.41 2.62
H -0.81 -0.03 -0.62
H 1.85 -2.65 -1.49
O -0.06 -1.58 0.50
H 0.05 0.43 -0.13
H 0.11 0.58 -0.30
O -0.13 -0.68 -1.28
H -0.01 -0.37 0.58
H 0.27 0.95 0.49
O 1.03 0.32 0.02
H -0.24 -0.09 -0.27
H -0.35 -0.03 0.25
O 0.49 -0.90 3.08
H -0.21 -0.28 -0.20
H -0.38 1.13 -2.79
O -1.69 -2.09 0.21
H 1.30 1.23 -1.30
H 0.44 0.82 1.00

Properties
* total charge: 0
* relative energy (zero: lowest compared OMol25 entry of this formula, charge and spin): 4.8621 eV
* SMILES: CCN(C=O)CC.O.O.O.O.O.O.O.O.O.O
* electronic energy: -1091.39098 Eh
* HOMO energy: -9.362 eV
* 2S+1: 1


[4]
Density functional theory data (the ωB97M-V functional and the def2-TZVPD basis) for 11 unconnected molecules or ions with the total composition C5H32NO11 at a distorted geometry.

Element x y z (Å)
C 1.695 1.991 2.777
O 0.278 2.213 2.588
C 1.925 0.525 2.848
C 0.784 -0.166 2.068
C 0.417 0.192 0.598
C 1.735 0.044 -1.410
N 1.638 -0.157 -0.105
H 2.194 2.423 1.817
H 1.955 2.506 3.716
H -0.171 2.981 2.937
H 2.065 0.047 3.828
H 2.908 0.275 2.304
H 0.816 -1.241 2.058
H -0.076 -0.167 2.719
H -0.474 -0.245 0.164
H 0.281 1.275 0.177
H 2.688 -0.207 -1.918
H 0.841 0.596 -1.959
H 2.426 -0.409 0.631
H -0.613 2.053 -1.325
H -0.764 2.837 -2.666
O -0.603 2.004 -2.288
H -1.564 1.962 1.359
H -2.506 1.110 0.575
O -1.692 1.679 0.447
H -2.824 -3.176 0.119
H -2.727 -2.505 -1.186
O -3.299 -2.446 -0.408
H 4.290 -1.996 1.022
H 2.840 -2.091 1.773
O 3.605 -1.590 1.394
H -2.381 -2.237 -3.685
H -2.377 -1.002 -2.715
O -2.051 -1.936 -2.806
H 0.384 -3.757 0.732
H 0.938 -2.557 0.019
O 1.028 -3.128 0.795
H -4.747 0.255 0.165
H -3.654 -0.704 0.127
O -3.793 0.200 -0.135
H -3.311 0.712 -1.790
H -2.011 0.982 -2.402
O -2.827 0.631 -2.667
H 1.526 3.379 -0.702
H 2.117 2.924 -2.112
O 1.887 2.670 -1.213
H 0.598 -2.957 -2.258
H -0.093 -1.671 -2.093
O 0.696 -2.119 -1.917

Forces on the atoms, in the same order (eV/Å):
C -0.54 2.45 -0.59
O -0.66 -0.61 -0.41
C 1.39 -1.71 -2.33
C -1.92 -0.46 0.54
C 1.37 2.71 -0.42
C -0.32 0.41 2.21
N 1.49 -0.03 -2.20
H -0.42 -0.52 1.92
H 0.58 -0.02 -0.66
H 0.95 0.52 0.56
H -0.48 0.45 -0.12
H -1.18 0.66 1.04
H 1.12 -0.71 -0.28
H -0.69 0.91 -0.03
H 0.11 -0.90 0.36
H 0.35 -1.70 2.17
H -0.82 0.29 0.36
H 1.99 -1.57 1.07
H -0.86 -0.15 -2.72
H -0.34 0.61 0.17
H -0.42 1.78 -0.52
O 0.64 -2.17 0.44
H 0.69 0.28 -0.06
H 0.63 0.73 -0.93
O -1.97 -0.23 0.84
H -1.55 1.59 -0.56
H -0.28 0.59 -1.00
O 1.71 -2.27 1.73
H 3.91 -3.51 -2.12
H 1.60 -0.40 -0.85
O -5.50 3.58 2.91
H 0.37 0.33 1.00
H -0.18 0.04 -0.31
O -0.10 -0.27 -0.77
H -2.64 -2.70 -0.23
H -0.04 -0.24 -0.26
O 2.77 2.76 0.42
H 1.35 0.61 -0.68
H 0.87 -1.59 -0.29
O -2.66 0.77 1.12
H 0.14 -0.42 -1.40
H 2.31 1.27 -0.06
O -2.79 -1.08 1.12
H -0.13 1.00 -0.04
H -0.21 0.57 0.26
O 0.68 -1.23 -0.04
H -0.36 -2.94 -1.41
H -2.38 0.82 -0.79
O 2.42 1.67 1.87

Properties
* total charge: +1
* relative energy (zero: lowest compared OMol25 entry of this formula, charge and spin): 4.6430 eV
* electronic energy: -1091.77484 Eh
* HOMO energy: -13.276 eV
* 2S+1: 1


For each record above, in turn, the calculated LUMO values are -2.3856; -2.6066; 0.0589; -2.9439 eV.